Molecular formula: C9H11NO2
Method: DFT, ωB97M-V with the def2-TZVPD basis set

Atoms and positions in Å:
N  3.282  -0.453  -0.550
C  1.835  -0.397  -0.722
C  1.210  0.168  0.558
C  -0.312  0.112  0.761
C  -0.982  -1.108  1.194
C  -2.307  -1.060  1.159
C  -3.175  -0.008  0.860
C  -2.562  1.148  0.540
C  -1.136  1.211  0.550
C  1.379  0.277  -1.909
O  2.135  1.066  -2.509
O  0.136  -0.179  -2.403
H  3.602  -0.918  -1.379
H  3.732  0.493  -0.656
H  1.530  -1.421  -0.821
H  1.478  1.290  0.539
H  1.706  -0.281  1.432
H  -0.376  -1.960  1.472
H  -2.745  -1.909  1.908
H  -4.199  -0.038  0.835
H  -3.117  2.123  0.355
H  -0.729  2.201  0.382
H  -0.384  -0.359  -1.593

Calculated values
- E (Eh) = -554.74575
- HOMO (eV) = -9.696
- relative energy (zero: lowest compared OMol25 entry of this formula, charge and spin) (eV) = 1.784
- largest force on an atom (Eh/bohr) = 0.137